DFT (ωB97M-V with the def2-TZVPD basis set) results for one molecule with the formula C7H12 in a non-equilibrium geometry.

```
19
Properties=species:S:1:pos:R:3:forces:R:3:lowdin_charge:R:1
C -1.144279 -2.150902 -0.304835 -0.537 1.366 0.235 0.018
C -1.362191 -0.816056 -0.318172 -0.092 -2.014 -1.476 -0.182
C -0.290343 0.143170 -0.604555 0.171 0.954 0.776 -0.314
C -0.248610 0.751477 -1.977277 0.200 0.089 -0.158 -0.049
C 0.451588 0.499087 0.451585 -1.427 -2.157 1.394 -0.256
C 1.689875 1.332266 0.490712 -0.191 0.181 -0.058 -0.062
C 0.038506 -0.225631 1.849806 1.614 1.850 -0.416 -0.049
H -1.943033 -2.849189 -0.085663 -0.038 0.004 -0.162 0.050
H -0.148799 -2.563251 -0.434436 -0.025 0.124 0.068 0.067
H -2.367901 -0.403649 -0.311154 -0.148 -0.210 0.310 0.113
H 0.080428 1.794728 -1.947285 0.082 -0.173 -0.035 0.074
H -1.238408 0.741132 -2.447832 0.142 -0.093 0.127 0.078
H 0.429094 0.183307 -2.621706 -0.084 0.092 -0.098 0.084
H 2.536574 0.726051 0.832113 -0.091 0.082 0.020 0.084
H 1.568255 2.163428 1.192249 0.121 -0.030 -0.037 0.080
H 1.947018 1.736360 -0.493624 -0.089 -0.054 0.150 0.072
H -0.935120 -0.667279 2.074005 0.151 0.105 -0.991 0.062
H 0.818949 -0.962941 2.054708 -0.122 -0.045 0.195 0.071
H 0.118397 0.567892 2.601360 0.361 -0.073 0.153 0.060
```
Forces are in eV/Å.

Values from the calculation:
M in g mol⁻¹: 96.17
ΔE to the lowest compared entry with this formula, charge and spin in kJ/mol: 144.4
E_tot in eV: -7451.93458
SMILES: C=CC(C)=C(C)C
Charge: 0
LUMO level in eV: 1.1
HOMO-LUMO gap in eV: 9.7
HOMO in eV: -8.665



DFT (ωB97M-V with the def2-TZVPD basis set) results for a 2-piece molecular cluster, C7H12 overall.

```
19
Properties=species:S:1:pos:R:3:forces:R:3:lowdin_charge:R:1
C -1.683124 0.574016 -0.172510 -0.081 0.019 0.044 -0.050
C -0.989176 -0.279714 -1.155988 -0.197 -0.272 -0.189 -0.298
C -0.840292 -1.426347 -1.733955 -0.136 0.073 0.207 -0.016
C -0.287863 -0.247240 -2.479507 0.171 0.197 -0.291 -0.127
H -2.684355 0.754848 -0.575196 -0.016 0.123 0.140 0.085
H -1.790772 0.083395 0.799750 0.021 0.051 -0.170 0.072
H -1.186429 1.537525 -0.038158 -0.025 -0.167 -0.015 0.076
H -1.060592 -2.481011 -1.765490 0.083 0.105 -0.021 0.092
H 0.793256 -0.084262 -2.533105 -0.178 -0.011 0.079 0.061
H -0.822322 0.157174 -3.345495 0.072 -0.152 0.041 0.076
C 1.635193 0.028851 0.210224 0.068 0.104 0.178 -0.034
C 1.226144 0.707576 1.276882 0.179 -0.101 -0.124 -0.253
C 0.602809 0.075183 2.489681 -0.031 -0.045 0.045 -0.123
H 2.115402 0.518834 -0.631461 -0.078 -0.021 0.134 0.058
H 1.494359 -1.047169 0.134753 0.045 0.153 0.044 0.070
H 1.365917 1.788452 1.303850 0.031 -0.142 0.005 0.096
H 1.375540 -0.157335 3.231887 -0.123 0.059 -0.033 0.073
H 0.097039 -0.862565 2.233956 0.111 0.119 0.029 0.072
H -0.121849 0.739323 2.972725 0.086 -0.093 -0.102 0.069
```
Forces are in eV/Å.

Values from the calculation:
M in g mol⁻¹: 96.17
ΔE to the lowest compared entry with this formula, charge and spin in kJ/mol: 311.5
E_tot in eV: -7450.20258
SMILES: CC1=CC1.C=CC
Charge: 0
LUMO level in eV: 1.1
HOMO-LUMO gap in eV: 10.0
HOMO in eV: -8.843



DFT (ωB97M-V with the def2-TZVPD basis set) results for one molecule with the formula C7H12.

```
19
Properties=species:S:1:pos:R:3:forces:R:3:lowdin_charge:R:1
C 0.691194 1.180827 2.116183 0.009 -0.017 0.027 -0.081
C 0.373191 1.140866 0.622359 -0.029 0.095 0.073 -0.331
C 1.127759 0.091032 -0.252440 0.113 -0.032 -0.026 -0.077
C -0.225727 -0.475796 -0.688564 -0.036 -0.039 -0.017 -0.439
C -0.646116 -0.865899 -2.069484 -0.019 0.116 -0.172 -0.091
C -0.579806 -1.900309 -0.974890 0.002 -0.163 0.126 -0.090
C -0.979069 0.473314 0.239787 -0.137 0.046 0.047 -0.087
H 1.498881 1.882052 2.356980 -0.074 -0.152 -0.101 0.071
H 0.990676 0.190868 2.483719 -0.106 0.129 -0.078 0.076
H -0.192755 1.488169 2.689321 0.153 0.013 -0.105 0.073
H 0.446598 2.150219 0.200068 0.001 -0.193 0.065 0.130
H 1.751963 0.495685 -1.058606 -0.128 -0.051 0.164 0.109
H 1.728609 -0.615266 0.334507 -0.086 0.141 -0.061 0.110
H 0.111672 -0.896313 -2.849212 -0.100 -0.006 0.146 0.100
H -1.626978 -0.537141 -2.408270 0.169 -0.086 0.070 0.100
H 0.222928 -2.634482 -1.006010 -0.115 0.159 -0.031 0.100
H -1.515357 -2.279542 -0.567288 0.159 0.092 -0.091 0.101
H -1.476141 -0.025344 1.082717 0.113 0.079 -0.131 0.113
H -1.701523 1.137062 -0.250878 0.112 -0.132 0.095 0.111
```
Forces are in eV/Å.

Values from the calculation:
M in g mol⁻¹: 96.17
ΔE to the lowest compared entry with this formula, charge and spin in kJ/mol: 125.7
E_tot in eV: -7452.12855
SMILES: CC1CC2(CC2)C1
Charge: 0
LUMO level in eV: 1.2
HOMO-LUMO gap in eV: 10.9
HOMO in eV: -9.774



DFT (ωB97M-V with the def2-TZVPD basis set) results for one molecule with the formula C7H12 in a non-equilibrium geometry.

```
19
Properties=species:S:1:pos:R:3:forces:R:3:lowdin_charge:R:1
C -1.195869 -0.976577 2.490737 0.582 0.448 -0.102 -0.032
C -0.466072 -0.982865 1.371221 -3.326 -0.125 -1.231 -0.096
C -0.804348 -0.833731 0.028239 -0.671 0.185 1.310 -0.101
C 0.019732 -0.005850 -0.970579 -0.302 -0.598 2.487 -0.378
C 0.052358 -0.363271 -2.431896 -0.655 -0.326 -0.219 -0.071
C 0.308213 1.430037 -0.403329 0.602 -1.949 -0.151 -0.182
C 1.641251 1.262562 0.377906 -0.700 0.946 0.156 -0.104
H -1.033274 -1.509032 3.428207 0.453 0.029 -0.349 0.043
H -2.034547 -0.279410 2.518943 0.027 -0.151 0.131 0.054
H -1.545814 -1.570223 -0.319930 0.463 0.163 -0.025 0.123
H 0.597027 -0.726409 -0.325254 2.718 0.749 -2.208 0.098
H 1.053794 -0.310425 -2.908675 -0.414 -0.180 0.563 0.080
H -0.353479 -1.408344 -2.490616 0.417 0.910 -0.489 0.087
H -0.571604 0.336514 -3.020052 0.007 -0.506 0.223 0.077
H 0.360747 2.203017 -1.163210 -0.026 -0.094 -0.258 0.098
H -0.507925 1.648014 0.288604 0.155 0.364 -0.098 0.099
H 1.329998 0.944362 1.395385 0.906 0.437 -0.416 0.073
H 2.281448 0.517890 -0.065881 -0.028 -0.541 -0.172 0.065
H 2.254948 2.161715 0.296727 -0.207 0.241 0.848 0.064
```
Forces are in eV/Å.

Values from the calculation:
M in g mol⁻¹: 96.17
ΔE to the lowest compared entry with this formula, charge and spin in kJ/mol: 458.1
E_tot in eV: -7448.68315
SMILES: C=C=C[C@@H](C)CC
Charge: 0
LUMO level in eV: 0.4
HOMO-LUMO gap in eV: 8.5
HOMO in eV: -8.088



DFT (ωB97M-V with the def2-TZVPD basis set) results for one molecule with the formula C7H12.

```
19
Properties=species:S:1:pos:R:3:forces:R:3:lowdin_charge:R:1
C -2.066649 -0.289848 0.848797 0.091 0.171 0.065 -0.066
C -1.266856 -0.456348 -0.427664 -0.063 -0.057 0.009 -0.248
C -0.152240 0.250205 -1.217609 0.086 -0.028 -0.187 -0.193
C 1.014005 1.169555 -0.893841 0.014 0.037 -0.034 -0.173
C 1.426057 0.888614 0.546021 -0.038 -0.014 0.029 -0.185
C 1.033772 -0.599995 0.742156 0.036 -0.139 0.027 -0.147
C 0.122300 -1.010751 -0.432956 0.087 -0.234 -0.011 -0.227
H -2.973605 0.306522 0.706678 0.204 0.053 -0.009 0.070
H -2.395258 -1.295943 1.155045 0.104 0.273 -0.043 0.083
H -1.493802 0.127330 1.679737 -0.044 0.082 -0.107 0.064
H -1.898986 -0.916725 -1.190485 0.126 -0.013 0.170 0.128
H -0.349513 0.210196 -2.287252 0.058 -0.244 0.143 0.126
H 1.794706 0.710953 -1.531800 -0.107 0.622 0.068 0.122
H 0.916638 2.229794 -1.151266 -0.094 -0.163 0.093 0.106
H 2.504434 1.043054 0.674223 -0.214 -0.034 0.072 0.102
H 0.930961 1.560453 1.257935 -0.095 -0.222 -0.155 0.105
H 0.565513 -0.751224 1.722213 0.059 -0.110 -0.194 0.098
H 1.930650 -1.223604 0.719088 -0.082 0.000 0.026 0.104
H 0.357882 -1.952235 -0.919023 -0.127 0.020 0.041 0.130
```
Forces are in eV/Å.

Values from the calculation:
M in g mol⁻¹: 96.17
ΔE to the lowest compared entry with this formula, charge and spin in kJ/mol: 107.1
E_tot in eV: -7452.32188
SMILES: C[C@H]1[C@H]2CCC[C@@H]12
Charge: 0
LUMO level in eV: 1.1
HOMO-LUMO gap in eV: 10.7
HOMO in eV: -9.581



DFT (ωB97M-V with the def2-TZVPD basis set) results for a 2-piece molecular cluster, C7H12 overall.

```
19
Properties=species:S:1:pos:R:3:forces:R:3:lowdin_charge:R:1
C -1.319112 0.548712 -1.576504 -0.051 -0.052 0.121 -0.004
C -1.583529 0.211610 -0.317925 0.007 0.094 -0.130 -0.200
C -0.996620 -0.931494 0.457102 0.009 0.003 -0.069 -0.193
C -0.235061 -0.436291 1.692988 -0.015 -0.267 0.007 -0.279
C 0.537100 0.852125 1.711022 -0.152 0.085 0.133 -0.020
C -0.579043 0.861423 2.364209 0.188 0.077 -0.052 -0.029
H -1.740581 1.452909 -2.008754 -0.041 -0.204 0.010 0.053
H -0.670427 -0.044740 -2.217753 -0.050 0.076 0.178 0.047
H -2.252625 0.854268 0.255518 0.079 -0.037 -0.089 0.100
H -0.336351 -1.537103 -0.178471 -0.093 0.151 0.079 0.097
H -1.798253 -1.601569 0.803451 0.092 0.130 -0.075 0.111
H 0.121590 -1.260979 2.320209 -0.053 0.128 -0.096 0.112
H 1.421795 1.379719 1.386756 -0.154 -0.108 0.019 0.097
H -1.307017 1.398985 2.952936 0.146 -0.076 -0.056 0.098
C 2.149691 -0.348227 -1.528754 0.007 0.007 0.015 -0.052
H 1.849107 -0.754393 -2.498333 0.053 0.056 0.144 0.021
H 2.002818 -1.106093 -0.754893 0.045 0.109 -0.113 0.017
H 3.203417 -0.062313 -1.566923 -0.141 -0.041 0.010 0.018
H 1.533102 0.523451 -1.295881 0.124 -0.131 -0.037 0.004
```
Forces are in eV/Å.

Values from the calculation:
M in g mol⁻¹: 96.17
ΔE to the lowest compared entry with this formula, charge and spin in kJ/mol: 312.2
E_tot in eV: -7450.19563
SMILES: C=CCC1C=C1.C
Charge: 0
LUMO level in eV: 1.2
HOMO-LUMO gap in eV: 10.6
HOMO in eV: -9.450